C28H51CrN5O3SSb as an isolated structure, computed with ωB97M-V/def2-TZVPD.

Each line ends with the Mulliken spin population.
Atoms and positions in Å:
Cr -0.3943 0.8973 -0.9763  3.325
C 2.6918 0.7265 -0.5025  0.016
C 2.7254 2.0456 -1.2139  0.029
N 1.6588 2.0031 -2.2273  -0.011
C 1.3549 3.3573 -2.7244  -0.014
C 0.3642 4.0164 -1.7864  0.039
S -1.1193 2.9894 -1.7715  -0.165
C -0.8943 2.2403 1.4776  0.153
C 1.5081 1.1529 1.6493  0.006
N 1.4264 0.6245 0.2512  -0.101
H 2.6802 -0.0563 -1.2633  0.000
H 3.5550 0.5609 0.1442  -0.001
H 2.5037 2.8504 -0.5102  -0.012
H 3.7078 2.2371 -1.6513  0.001
H 1.9795 1.4357 -3.0042  0.004
H 2.2715 3.9510 -2.8038  0.000
H 0.9117 3.2787 -3.7144  0.003
H 0.7685 4.1233 -0.7798  -0.003
H 0.0781 5.0035 -2.1457  -0.006
H -1.0254 3.0256 0.7457  -0.033
H -1.5938 2.4165 2.2871  0.004
H 2.5226 1.5138 1.8161  0.004
H 1.3588 0.3046 2.3101  -0.013
H 1.2622 -0.3700 0.3764  -0.018
C 1.7383 2.0426 5.8860  0.002
C 1.7056 1.8831 4.3649  -0.012
C 0.3742 2.2853 3.6529  0.080
C -0.0375 3.6582 4.2153  0.017
C -1.2785 4.3636 3.6695  0.003
C -0.6761 1.2280 4.0168  -0.001
O -1.1493 1.1970 5.1258  0.005
N -0.9984 0.1508 3.1499  0.004
C -1.0883 -0.0918 1.7622  0.001
O -1.1627 -1.2683 1.4139  0.033
N -1.0912 0.9481 0.8900  -0.131
C 0.6085 2.3377 2.0919  0.014
O 1.0948 3.5038 1.6683  0.780
H 2.6185 1.5308 6.2763  0.000
H 0.8581 1.6052 6.3556  0.000
H 1.8067 3.0882 6.1840  0.000
H 1.9473 0.8431 4.1363  0.000
H 2.4909 2.5055 3.9247  0.007
H 0.8238 4.3163 4.0869  -0.006
H -0.1847 3.5125 5.2835  0.000
H -1.1811 4.6349 2.6182  0.002
H -1.4200 5.2886 4.2286  0.000
H -2.1853 3.7704 3.8091  -0.001
H -1.3876 -0.6206 3.6754  0.000
C -4.7597 -0.1876 -2.7613  0.007
C -3.6132 -0.4008 -3.5115  -0.009
C -2.3979 -0.0386 -2.9782  0.004
N -2.2636 0.5026 -1.7585  -0.066
C -3.3790 0.7493 -1.0541  0.050
C -4.6361 0.4122 -1.5201  0.000
H -5.7312 -0.4740 -3.1434  0.000
H -3.6554 -0.8371 -4.4997  0.000
H -1.4869 -0.1543 -3.5511  -0.007
H -3.2512 1.2269 -0.0959  -0.002
H -5.5005 0.6258 -0.9068  -0.001
C -1.0506 -5.0169 -0.6624  -0.003
C -1.4869 -3.5594 -0.5816  0.008
C -2.8025 -3.2937 -1.3118  0.001
Sb -0.0513 -2.1252 -1.3085  0.028
C 1.8512 -2.8025 -0.4895  -0.008
C 2.4586 -4.0424 -1.1386  -0.002
C 1.6781 -2.9808 1.0226  0.000
C 0.0992 -2.5247 -3.4539  -0.010
C 1.1795 -1.5877 -3.9982  -0.002
C 0.2966 -3.9611 -3.9343  -0.002
H -1.8541 -5.6493 -0.2710  0.000
H -0.1632 -5.2162 -0.0622  0.000
H -0.8531 -5.3414 -1.6835  0.000
H -1.5899 -3.2626 0.4611  0.000
H -2.7205 -3.5050 -2.3828  0.000
H -3.1309 -2.2578 -1.1872  0.001
H -3.5880 -3.9407 -0.9102  0.000
H 2.5253 -1.9657 -0.6785  -0.002
H 1.7945 -4.9049 -1.0872  0.001
H 3.3837 -4.3079 -0.6163  0.000
H 2.7167 -3.8709 -2.1822  0.000
H 1.0619 -3.8551 1.2442  0.000
H 1.1918 -2.1298 1.5094  -0.001
H 2.6511 -3.1343 1.4983  0.000
H -0.8784 -2.1976 -3.8171  -0.001
H 2.1760 -1.9315 -3.7039  0.000
H 1.0635 -0.5608 -3.6356  0.010
H 1.1574 -1.5530 -5.0916  0.001
H 1.2463 -4.3833 -3.6130  0.000
H 0.2852 -3.9841 -5.0291  0.000
H -0.5007 -4.6191 -3.5932  0.000

Results
<S²> ... 6.105
Energy above the lowest of the compared OMol25 structures with the same formula, charge and spin ... 0.2453 eV
Multiplicity ... 5
E_HOMO (alpha / beta) ... -10.825 / -11.209 eV
E_tot ... -3279.69549 Ha
Total charge ... +1